Formula: C11H6OS
Source: the Open Molecules 2025 dataset
Level of theory: ωB97M-V/def2-TZVPD

Its energy above the lowest of the compared OMol25 structures with the same formula, charge and spin is 0.0 kcal/mol. The SMILES is O=C1Sc2cccc3cccc1c23. The HOMO energy is -8.308 eV. The frontier orbital gap is 7.46 eV.

```
! RIJCOSX wB97M-V def2-TZVPD def2/J DEFGRID3
* xyz 0 1
O -3.03 1.88 1.38
C -1.90 1.60 1.05
S -0.52 2.24 1.85
C 0.49 1.00 1.31
C 1.71 0.55 1.68
C 2.36 -0.42 1.06
C 1.80 -1.11 0.01
C 0.57 -0.60 -0.54
C 0.02 -1.06 -1.69
C -1.32 -0.73 -1.97
C -2.06 0.05 -1.12
C -1.45 0.72 -0.01
C -0.16 0.35 0.24
H 2.25 1.22 2.34
H 3.33 -0.73 1.34
H 2.33 -1.94 -0.53
H 0.48 -1.95 -2.26
H -1.84 -1.30 -2.81
H -3.05 0.22 -1.32
*
```

Listed below, in e, are the natural (NBO) charges computed for each atom: atom 1 (O): -0.52, atom 2 (C): 0.36, atom 3 (S): 0.36, atom 4 (C): -0.18, atom 5 (C): -0.21, atom 6 (C): -0.21, atom 7 (C): -0.19, atom 8 (C): 0.01, atom 9 (C): -0.17, atom 10 (C): -0.22, atom 11 (C): -0.13, atom 12 (C): -0.15, atom 13 (C): -0.07, atom 14 (H): 0.22, atom 15 (H): 0.22, atom 16 (H): 0.22, atom 17 (H): 0.22, atom 18 (H): 0.23, atom 19 (H): 0.22